# 1
14
Properties=species:S:1:pos:R:3:mulliken_charge:R:1 method="wB97M-V/def2-TZVPD" fmax_ev_per_a=8.389 gap_ev=8.3837 de_lowest_kj_mol=678.3 homo_energy_ha=-0.2936 e_lumo_ev=0.40
C -0.687 0.353 -0.161 0.45
C 1.454 -0.413 -0.064 0.40
C 1.357 1.227 0.023 -0.39
H -3.943 -0.450 -0.118 0.27
H -2.523 -1.125 1.248 0.22
H -0.331 -1.606 -0.957 0.34
H 3.228 -0.326 0.151 0.25
H 1.919 1.782 -0.890 0.32
H 1.548 1.334 1.217 0.32
N -2.513 -0.784 -0.010 -0.63
N -2.019 0.457 -0.028 -0.37
N 0.129 -0.784 -0.331 -0.17
N 2.514 -1.117 0.062 -0.69
O -0.133 1.453 -0.141 -0.33


# 2
23
Properties=species:S:1:pos:R:3:mulliken_charge:R:1 method="wB97M-V/def2-TZVPD" fmax_ev_per_a=1.318 gap_ev=9.9085 de_lowest_kj_mol=70.3 homo_energy_ha=-0.3358 e_lumo_ev=0.77
C -0.826 -1.542 -2.104 -0.99
N -1.082 -0.293 -1.414 -0.32
C -0.003 0.001 -0.439 -0.57
C -0.363 -0.432 0.980 -0.51
C 0.822 -0.715 1.905 -0.73
C 1.938 0.352 1.823 -0.71
S 1.786 1.637 3.083 -0.22
H -0.080 -1.377 -2.873 0.31
H -0.451 -2.360 -1.478 0.30
H -1.672 -1.883 -2.664 0.38
H -1.935 -0.335 -0.866 0.23
H 0.887 -0.546 -0.760 0.33
H 0.256 1.066 -0.508 0.27
H -0.892 -1.389 0.823 0.38
H -1.142 0.161 1.463 0.34
H 0.527 -0.746 2.948 0.41
H 1.255 -1.678 1.661 0.32
H 2.067 0.688 0.801 0.34
H 2.907 -0.071 2.082 0.33
H 0.977 2.535 2.504 0.11
O -1.481 2.588 -2.537 -0.70
H -2.349 2.630 -2.123 0.30
H -1.147 1.707 -2.308 0.40


# 3
12
Properties=species:S:1:pos:R:3:mulliken_charge:R:1 method="wB97M-V/def2-TZVPD" fmax_ev_per_a=5.856 total_charge=+1 gap_ev=8.9423 de_lowest_kj_mol=163.3 homo_energy_ha=-0.5217 e_lumo_ev=-5.25
C -0.590 -1.012 -0.723 -0.53
C -1.670 -1.445 0.121 0.02
C -0.709 0.361 -0.855 0.08
N 0.689 1.065 0.731 -0.67
O -2.495 -0.456 0.559 -0.24
S -2.225 0.975 -0.168 0.24
H 0.194 -1.584 -1.056 0.49
H -1.599 -2.430 0.695 0.35
H -0.072 0.819 -1.559 0.41
H 1.326 1.750 0.411 0.28
H 1.236 0.185 0.845 0.30
H 0.329 1.567 1.491 0.26


# 4
63
Properties=species:S:1:pos:R:3:mulliken_charge:R:1 method="wB97M-V/def2-TZVPD" fmax_ev_per_a=0.383 total_charge=+1 multiplicity=2 gap_ev="8.7722 / 6.7378" de_lowest_kj_mol=43.4 homo_energy_ha="-0.4115 / -0.4144" e_lumo_ev="-2.43 / -4.54"
Hg -0.450 0.477 0.234 1.06
N -1.981 -0.748 2.045 -0.43
C -2.716 -1.695 1.195 -0.88
C -3.674 -0.931 0.299 -0.80
N -3.012 -0.230 -0.812 0.43
C -2.922 -1.133 -1.974 -0.72
C -2.212 -0.564 -3.201 -1.15
N -0.791 -0.305 -3.109 -0.24
C -3.668 1.038 -1.145 -0.99
C -2.672 2.177 -1.288 -0.80
N -1.851 2.275 -0.062 -0.61
H -1.277 -1.221 2.602 0.24
H -2.600 -0.286 2.703 0.18
H -3.273 -2.431 1.781 0.53
H -1.988 -2.242 0.592 0.27
H -4.189 -0.196 0.922 0.49
H -4.450 -1.610 -0.079 0.30
H -3.939 -1.432 -2.274 0.40
H -2.402 -2.040 -1.655 0.39
H -2.715 0.350 -3.530 0.33
H -2.370 -1.274 -4.015 0.51
H -0.549 0.337 -2.366 0.00
H -0.245 -1.147 -2.973 0.24
H -4.383 1.297 -0.360 0.53
H -4.251 0.968 -2.068 0.35
H -3.202 3.112 -1.480 0.47
H -1.997 1.997 -2.125 0.38
H -2.442 2.377 0.759 0.19
H -1.264 3.103 -0.084 0.28
C -0.775 2.623 3.038 -0.83
C -1.287 1.667 4.000 -0.32
C -0.316 0.669 4.215 -1.31
C 0.776 0.983 3.436 0.11
C 0.477 2.221 2.693 -0.38
H -1.272 3.535 2.741 0.60
H -2.244 1.737 4.498 0.58
H -0.400 -0.158 4.902 0.53
H 1.713 0.447 3.379 0.51
H 1.179 2.738 2.055 0.57
Ge 1.568 -0.980 0.044 0.28
C 2.998 -0.217 1.119 0.14
C 3.348 1.126 0.980 0.03
C 4.339 1.686 1.772 -0.72
C 4.987 0.909 2.724 -0.44
C 4.650 -0.429 2.870 -0.60
C 3.663 -0.989 2.070 -0.44
C 2.077 -1.336 -1.796 -0.01
C 1.902 -2.610 -2.334 -0.44
C 2.234 -2.867 -3.658 -0.54
C 2.748 -1.853 -4.454 -0.48
C 2.934 -0.583 -3.925 -0.65
C 2.598 -0.327 -2.605 0.10
H 1.123 -2.317 0.677 -0.13
H 2.840 1.748 0.250 0.48
H 4.606 2.728 1.651 0.41
H 5.757 1.346 3.347 0.41
H 5.158 -1.038 3.606 0.42
H 3.413 -2.037 2.194 0.34
H 1.509 -3.412 -1.719 0.34
H 2.097 -3.861 -4.066 0.40
H 3.006 -2.053 -5.485 0.40
H 3.335 0.208 -4.544 0.40
H 2.744 0.672 -2.208 0.30


# 5
259
Properties=species:S:1:pos:R:3:mulliken_charge:R:1 method="wB97M-V/def2-TZVPD" fmax_ev_per_a=8.468 total_charge=+4 gap_ev=8.5931 homo_energy_ha=-0.5206 e_lumo_ev=-5.57
C 1.773 -7.028 -9.056 -1.46
C 1.928 -7.801 -7.729 -0.22
C 2.922 -7.142 -6.790 -0.83
N 3.287 -7.889 -5.574 0.68
C 2.228 -7.569 -4.481 -1.10
C 3.512 -9.399 -5.723 -0.85
C 4.388 -9.796 -4.593 -0.69
C 4.900 -8.488 -3.950 -0.57
C 4.569 -7.404 -4.943 -0.73
H 0.835 -7.367 -9.542 0.37
H 2.593 -7.199 -9.676 0.42
H 1.604 -5.985 -8.866 0.37
H 2.282 -8.808 -8.021 0.27
H 0.999 -7.894 -7.146 0.42
H 2.620 -6.193 -6.356 0.38
H 3.862 -6.831 -7.362 0.29
H 1.371 -7.264 -5.073 0.45
H 2.598 -6.766 -3.889 0.38
H 2.052 -8.505 -3.955 0.29
H 2.494 -9.787 -5.828 0.49
H 3.991 -9.626 -6.676 0.44
H 3.936 -10.378 -3.808 0.33
H 5.181 -10.470 -4.970 0.32
H 4.375 -8.278 -2.951 0.27
H 5.965 -8.473 -3.709 0.47
H 4.465 -6.378 -4.642 0.36
H 5.265 -7.461 -5.780 0.63
C -6.523 4.284 -4.359 -1.25
C -6.521 5.805 -4.383 -0.19
C -5.341 6.285 -5.209 -1.09
N -5.122 7.748 -5.137 0.52
C -6.408 8.456 -5.569 -1.08
C -3.981 8.080 -6.056 -0.61
C -2.752 7.938 -5.173 -0.69
C -3.218 8.488 -3.819 -0.56
C -4.734 8.253 -3.773 -0.46
H -7.485 3.965 -3.987 0.42
H -5.749 3.901 -3.710 0.12
H -6.536 3.914 -5.383 0.38
H -6.564 6.359 -3.440 0.37
H -7.465 6.233 -4.906 0.33
H -5.404 6.024 -6.270 0.48
H -4.482 5.837 -4.816 0.38
H -7.142 8.424 -4.702 0.42
H -6.812 7.988 -6.472 0.33
H -6.129 9.511 -5.705 0.45
H -4.126 9.105 -6.446 0.38
H -4.079 7.450 -6.949 0.36
H -1.882 8.505 -5.515 0.45
H -2.494 6.896 -5.169 0.35
H -2.895 9.526 -3.725 0.34
H -2.773 7.933 -3.073 0.26
H -5.135 9.233 -3.634 0.38
H -4.939 7.672 -2.901 0.20
C -0.747 1.979 3.277 -1.34
C -2.094 2.608 3.098 -0.29
C -2.611 2.599 1.685 -0.20
N -3.944 3.244 1.456 0.65
C -3.856 4.749 1.459 -1.26
C -5.137 2.663 2.334 -0.48
C -6.355 2.575 1.361 -0.64
C -5.823 2.994 -0.061 -0.70
C -4.374 2.717 0.064 -0.16
H -0.414 2.111 4.329 0.42
H 0.029 2.487 2.768 0.35
H -0.779 0.886 3.018 0.22
H -2.033 3.611 3.404 0.48
H -2.793 2.052 3.697 0.18
H -2.744 1.521 1.382 -0.14
H -1.973 3.164 0.973 0.49
H -4.789 5.088 1.074 0.57
H -3.102 5.048 0.777 0.38
H -3.574 5.073 2.452 0.27
H -5.205 3.233 3.231 0.55
H -4.858 1.640 2.594 0.04
H -7.157 3.169 1.702 0.49
H -6.611 1.484 1.340 0.12
H -6.045 4.054 -0.365 0.09
H -6.244 2.319 -0.770 0.54
H -3.689 3.168 -0.645 0.06
H -4.161 1.646 0.248 0.27
C 4.718 -2.120 -0.399 -1.76
C 4.774 -1.702 -1.884 1.02
C 5.790 -0.672 -2.374 -0.46
N 5.897 -0.750 -3.878 0.40
C 4.552 -0.628 -4.517 -0.51
C 6.785 0.387 -4.343 -0.55
C 7.181 -0.032 -5.738 -0.74
C 7.309 -1.599 -5.643 -0.75
C 6.553 -2.006 -4.337 -0.49
H 5.569 -2.808 -0.180 0.45
H 3.784 -2.634 -0.194 0.32
H 4.878 -1.367 0.414 0.33
H 3.761 -1.396 -2.054 -0.85
H 4.962 -2.621 -2.383 0.39
H 6.824 -0.781 -2.069 0.61
H 5.456 0.338 -2.102 0.09
H 4.699 -0.865 -5.531 0.68
H 4.309 0.445 -4.438 0.07
H 3.824 -1.306 -4.034 -0.20
H 6.267 1.316 -4.327 0.47
H 7.695 0.172 -3.731 0.44
H 6.383 0.141 -6.490 0.30
H 8.046 0.428 -6.271 0.41
H 6.845 -1.961 -6.529 0.37
H 8.323 -2.008 -5.559 0.39
H 5.840 -2.758 -4.637 0.11
H 7.240 -2.251 -3.558 0.57
C -1.313 -3.706 -0.576 -1.72
C -0.273 -2.879 -1.348 0.00
C -0.822 -1.528 -1.491 -0.72
N 0.174 -0.325 -1.265 1.12
C 0.576 -0.277 0.153 -1.22
C -0.493 0.951 -1.646 -0.10
C -0.498 0.906 -3.161 -1.26
C 0.840 0.146 -3.523 -0.88
C 1.305 -0.399 -2.147 0.20
H -2.234 -3.759 -1.124 0.39
H -1.352 -3.440 0.523 0.31
H -0.940 -4.706 -0.488 0.52
H -0.078 -3.275 -2.340 0.46
H 0.679 -2.973 -0.834 -0.08
H -1.538 -1.325 -0.714 0.66
H -1.266 -1.338 -2.467 0.39
H 1.225 0.545 0.335 0.41
H 1.052 -1.250 0.410 0.27
H -0.200 -0.082 0.821 0.44
H 0.166 1.729 -1.288 0.44
H -1.499 1.109 -1.023 -0.37
H -0.650 1.910 -3.479 0.61
H -1.376 0.369 -3.507 0.39
H 1.631 0.839 -3.840 0.38
H 0.608 -0.590 -4.291 0.37
H 2.275 0.075 -1.753 -0.02
H 1.512 -1.494 -2.278 -0.08
C 4.186 -7.947 6.727 -1.00
C 4.757 -7.531 7.988 -0.40
C 4.576 -6.046 8.636 -1.05
C 2.937 -6.017 8.853 -1.21
N 2.556 -4.598 8.867 0.35
C 2.638 -3.916 7.493 -0.53
C 1.302 -3.348 7.173 -0.54
C 0.353 -4.303 7.830 -0.66
C 0.880 -4.689 9.177 -0.58
C 3.264 -3.809 9.885 -1.12
C 3.202 -4.353 11.287 -0.14
C 3.695 -3.332 12.334 -1.39
H 3.505 -8.900 6.535 0.35
H 5.055 -8.972 6.533 0.28
H 4.076 -7.054 6.006 0.19
H 6.090 -7.136 7.967 0.25
H 5.157 -8.302 8.735 0.45
H 4.819 -5.135 8.121 0.60
H 5.105 -6.038 9.557 0.42
H 2.885 -6.486 9.857 0.42
H 2.338 -6.528 8.111 0.73
H 3.439 -3.222 7.519 0.37
H 2.918 -4.704 6.751 0.27
H 1.051 -2.249 7.606 0.28
H 1.135 -3.190 6.099 0.42
H -0.688 -3.987 7.953 0.43
H 0.146 -5.198 7.182 0.33
H 0.674 -4.120 10.114 0.43
H 0.577 -5.709 9.585 0.33
H 2.730 -2.867 9.907 0.61
H 4.262 -3.527 9.556 0.56
H 3.978 -5.125 11.333 0.21
H 2.241 -4.870 11.635 0.35
H 4.694 -2.846 12.025 0.29
H 3.829 -3.742 13.355 0.38
H 2.983 -2.469 12.398 0.34
C -7.707 0.303 6.961 -1.52
C -7.799 -0.280 5.569 -0.17
C -7.385 -1.699 5.422 -0.60
C -7.288 -2.068 3.927 -0.89
N -7.530 -3.461 3.463 1.21
C -7.747 -3.544 1.954 -0.49
C -9.177 -3.318 1.753 -0.49
C -9.729 -4.351 2.778 -0.74
C -8.865 -4.072 4.010 -0.55
C -6.372 -4.255 3.997 -1.04
C -6.283 -5.699 3.463 -0.08
C -5.270 -6.509 4.278 -1.49
H -7.808 1.389 6.977 0.38
H -6.738 0.040 7.480 0.32
H -8.414 -0.196 7.566 0.39
H -7.229 0.405 4.940 0.06
H -8.841 -0.151 5.299 0.37
H -8.033 -2.385 5.994 0.47
H -6.440 -1.824 5.921 0.42
H -6.333 -1.693 3.557 -0.15
H -8.085 -1.427 3.544 0.38
H -7.515 -4.543 1.601 0.49
H -7.096 -2.839 1.450 -0.02
H -9.543 -3.402 0.709 0.44
H -9.507 -2.378 2.144 0.22
H -9.652 -5.416 2.496 0.29
H -10.789 -4.251 3.099 0.40
H -8.757 -4.997 4.575 0.34
H -9.286 -3.306 4.684 0.40
H -6.510 -4.400 5.102 0.31
H -5.514 -3.680 3.813 0.66
H -6.031 -5.675 2.390 0.33
H -7.250 -6.276 3.556 0.21
H -4.304 -6.001 4.259 0.31
H -5.181 -7.408 3.771 0.48
H -5.567 -6.567 5.364 0.34
C 3.728 11.340 -0.438 -1.15
C 4.064 10.844 -1.887 -0.61
C 3.744 9.317 -2.164 -0.42
C 4.713 8.376 -1.322 -0.85
N 4.602 6.906 -1.654 0.00
C 5.316 6.104 -0.559 -0.37
C 4.298 6.008 0.521 -0.72
C 2.859 6.369 -0.080 -0.90
C 3.158 6.412 -1.562 -0.27
C 5.128 6.593 -3.025 -0.65
C 6.634 7.024 -3.258 -0.54
C 6.783 7.974 -4.394 -1.35
H 4.168 12.335 -0.214 0.37
H 4.143 10.632 0.228 0.32
H 2.650 11.267 -0.319 0.31
H 5.179 10.932 -1.970 0.29
H 3.555 11.540 -2.676 0.34
H 3.846 9.072 -3.226 0.34
H 2.726 9.232 -1.819 0.33
H 4.518 8.486 -0.242 0.48
H 5.750 8.705 -1.546 0.36
H 5.546 5.097 -1.005 0.29
H 6.311 6.569 -0.307 0.41
H 4.217 4.927 0.841 0.41
H 4.461 6.685 1.388 0.34
H 2.230 5.541 0.166 0.56
H 2.375 7.357 0.227 0.25
H 3.152 5.424 -2.025 0.15
H 2.525 7.060 -2.163 0.56
H 4.463 7.066 -3.723 0.81
H 5.169 5.509 -3.120 0.24
H 7.196 6.097 -3.525 0.37
H 7.146 7.418 -2.369 0.36
H 7.781 8.347 -4.584 0.39
H 6.119 8.815 -4.181 0.23
H 6.407 7.583 -5.288 0.39
N 2.491 -4.020 -3.813 0.94
O 2.357 -2.790 -4.034 -0.59
O 3.442 -4.688 -4.394 -0.83
O 1.757 -4.638 -3.016 -0.70
N -4.359 -1.097 2.012 0.84
O -4.223 -2.318 2.226 -0.70
O -3.308 -0.395 2.191 -0.64
O -5.406 -0.543 1.655 -0.49
N -3.185 5.291 -1.723 0.99
O -3.741 4.320 -2.345 -0.58
O -2.049 5.212 -1.204 -0.60
O -3.914 6.326 -1.467 -0.67
N 3.414 2.730 -2.179 0.73
O 3.910 1.577 -2.461 -0.71
O 3.977 3.715 -2.672 -0.70
O 2.420 2.846 -1.442 -0.51


# 6
10
Properties=species:S:1:pos:R:3:mulliken_charge:R:1 method="wB97M-V/def2-TZVPD" fmax_ev_per_a=5.096 gap_ev=11.8547 de_lowest_kj_mol=55.6 homo_energy_ha=-0.4137 e_lumo_ev=0.60
O 1.036 -1.209 0.378 -0.52
C 0.629 0.097 0.059 0.76
O 0.798 0.350 -1.289 -0.56
F 1.164 1.012 0.834 -0.27
C -1.043 0.077 0.507 0.13
F -1.577 -0.998 -0.035 -0.23
F -1.832 1.181 0.091 -0.27
H 1.757 -1.552 -0.314 0.35
H 0.215 0.985 -1.758 0.36
H -1.148 0.057 1.526 0.25


# 7
11
Properties=species:S:1:pos:R:3:mulliken_charge:R:1 method="wB97M-V/def2-TZVPD" fmax_ev_per_a=1.552 gap_ev=8.0628 de_lowest_kj_mol=477.2 homo_energy_ha=-0.2991 e_lumo_ev=-0.08
N 2.217 -0.412 -0.075 -0.20
C 0.907 -0.458 -0.207 -0.54
C 0.318 0.693 0.489 0.20
N -0.930 0.992 0.559 -0.46
C -1.996 0.344 0.033 -0.06
N -1.973 -0.776 -0.669 0.47
N -2.051 -1.729 -1.271 -0.45
H 2.716 0.326 0.433 0.19
H 2.807 -1.122 -0.489 0.25
H 0.976 1.400 1.017 0.27
H -2.991 0.743 0.180 0.35


# 8
11
Properties=species:S:1:pos:R:3:mulliken_charge:R:1 method="wB97M-V/def2-TZVPD" fmax_ev_per_a=0.723 gap_ev="8.8663 / 8.8671" de_lowest_kj_mol=677.4 homo_energy_ha="-0.3448 / -0.3448" e_lumo_ev="-0.52 / -0.52"
O 0.538 0.291 1.638 -0.50
C 0.199 -0.322 0.450 0.62
C -0.571 0.394 -0.639 -0.70
C -1.303 -0.538 0.287 -0.49
C 1.333 -0.484 -0.418 0.08
N 1.914 0.296 -1.123 -0.51
H 1.142 1.028 1.444 0.36
H 0.784 1.079 -1.112 0.45
H -0.522 -0.111 -1.600 0.20
H -1.803 -0.164 1.176 0.23
H -1.711 -1.470 -0.104 0.25